(1)
# C4H12O2

A 3-piece molecular cluster, C4H12O2 overall in a non-equilibrium geometry (ωB97M-V/def2-TZVPD, OMol25).

Structure (XYZ):
```
18
Properties=species:S:1:pos:R:3:lowdin_spin:R:1
O 0.59560 -1.95669 -2.23545 0.00
O -0.76237 2.47722 0.34771 0.03
C -1.12045 -0.97005 0.57951 0.47
C -0.11593 -0.10466 0.60753 0.25
C 0.40351 0.63181 -0.52175 0.07
C 0.81165 -0.11917 1.77710 0.05
H 0.27892 -0.29101 2.70812 0.01
H 0.73850 1.66512 -0.38525 0.01
H -0.74050 3.41899 0.18328 0.00
H -0.38693 2.05538 1.06792 0.00
H -1.15268 -1.79566 1.35398 0.01
H -1.88180 -1.27507 -0.14668 0.02
H 0.88217 -2.07759 -3.20455 0.00
H 0.06197 -2.70778 -2.20143 0.00
H 1.42990 -1.16963 1.66174 0.04
H -0.38616 0.68925 -1.34336 0.01
H 0.98885 0.01039 -1.14333 0.03
H 1.62919 0.68577 1.89713 0.00
```

Summary:
Multiplicity   2
Relative energy (zero: lowest compared OMol25 entry of this formula, charge and spin)   198.5 kJ/mol
Maximum force   6.2 eV/Å
E   -8426.104 eV
Orbital gap (alpha / beta)   10.8 / 6.9 eV
Charge   +1
Highest occupied orbital energy (alpha / beta)   -15.16 / -15.17 eV

=====

(2)
# C26H68N2O18

A 11-piece molecular cluster, C26H68N2O18 overall in a non-equilibrium geometry (ωB97M-V/def2-TZVPD, OMol25).

Structure (XYZ):
```
114
Properties=species:S:1:pos:R:3:mulliken_charge:R:1
O -3.31458 -2.42481 -0.14754 -0.23
O 5.07607 1.46509 1.17175 -0.62
O -1.06995 -3.97176 -1.48013 -0.65
O -3.14437 0.81983 3.00380 -0.47
O -1.06097 1.81623 -1.94153 0.38
O -0.86878 -0.16743 4.36054 -0.64
O 4.60274 0.12591 -1.42981 -0.57
O 2.10235 2.99294 -1.90816 -0.33
O -3.94023 0.88246 0.21085 -0.45
O 1.52133 2.66864 -4.53481 -0.61
O -3.90918 -4.77073 -2.03902 -0.54
O -0.56257 -1.38227 -1.97891 0.15
O -0.06788 2.09171 2.51836 0.02
O -1.08752 -0.24681 0.68378 0.97
O -3.35168 0.10321 -2.54811 -0.36
O 3.85193 -1.34229 0.92459 -0.26
O 2.31057 1.43835 0.28487 0.89
O 0.22945 -3.31875 -4.34737 -0.57
N -0.36405 4.68392 -0.66691 -0.68
N 2.51384 -1.59935 5.03233 -0.53
C -4.65839 -3.58270 -1.94592 -0.59
C -4.11215 -0.04786 2.41481 -0.18
C 2.38551 -5.10075 3.28978 -1.31
C -0.70520 -4.85137 -2.58705 -0.87
C -0.15900 1.01140 4.72780 -0.92
C -0.99599 4.37027 0.23207 0.43
C -3.28609 6.22891 -0.04200 -1.25
C 0.40718 -0.78147 -1.18181 1.33
C 4.88338 -1.80738 0.04028 -0.41
C -3.21407 1.32854 -3.20709 -0.83
C -4.83241 0.54686 1.29338 -0.73
C -2.00999 4.34606 1.31763 0.26
C 3.55864 -4.23994 2.88825 0.34
C 2.77713 2.36955 1.20073 -0.05
C -0.75726 -4.21273 -3.94307 -0.26
C 4.11669 -3.34068 3.99939 -0.45
C -4.59904 -2.87643 -0.61216 -0.34
C -3.31445 4.88628 0.76416 -0.47
C -1.69886 1.67805 -3.27218 -0.37
C 3.19129 -2.42118 4.59286 0.30
C 2.88766 2.63127 -4.14607 -0.50
C 0.10800 -0.99449 0.24706 -0.41
C 4.27206 2.63528 1.00049 -0.54
C 4.57216 -1.27202 -1.38528 -0.30
C 0.65441 1.64558 3.64018 -0.04
C 3.08913 3.37555 -2.81191 -0.26
H -0.11802 -2.04648 0.52735 0.27
H 0.01985 -2.45998 -4.07081 0.27
H -0.93438 1.74394 5.12755 0.25
H 3.79229 0.52270 -1.16612 0.19
H 4.98902 -2.77386 3.64732 0.25
H 4.43037 3.06101 -0.03188 0.07
H -0.70930 -3.07040 -1.68542 0.52
H -3.46598 0.27732 -1.59835 0.22
H -5.77914 -3.92186 -1.97380 0.33
H 4.03788 3.24921 -2.32564 0.24
H -5.33041 1.44757 1.63159 0.36
H 4.58748 3.29753 1.79629 0.44
H 4.42639 -4.81988 2.45650 0.33
H 2.12335 1.93802 -0.53649 -0.45
H 2.19241 3.30735 1.13511 0.21
H -4.27693 6.33579 -0.52289 0.37
H 3.06558 1.57902 -4.06081 0.22
H -5.46776 -0.22355 1.00078 0.43
H 2.09124 -5.71438 2.47230 0.41
H -3.96583 4.97607 1.66487 0.43
H -4.90632 -0.45650 3.09253 0.37
H -5.27250 -2.03766 -0.69096 0.21
H -1.12246 0.83430 -3.77278 0.21
H 1.55394 -4.43691 3.51004 0.30
H 1.42178 -1.20607 -1.36383 -0.60
H -2.57283 6.18632 -0.85984 0.32
H 3.59374 -1.76426 -1.59510 -0.09
H 2.93963 4.45805 -3.02952 0.35
H -0.56125 1.24565 2.15012 -0.02
H 0.46841 0.72162 5.60661 0.48
H -1.38225 -0.90323 -1.86077 -0.22
H -4.96578 -3.55061 0.15130 0.41
H 0.54554 0.31732 -1.40176 -0.63
H -4.63238 -2.89017 -2.85173 0.24
H 0.26113 -5.32694 -2.36019 0.36
H -1.32662 -5.72050 -2.56244 0.53
H -3.03696 -4.50682 -2.38319 0.24
H 4.93306 -2.87979 0.08790 0.45
H 1.37153 0.87890 3.29136 0.06
H -3.54709 -0.90911 2.06231 0.15
H -0.23089 -0.87080 4.48864 0.27
H -0.60582 -5.05673 -4.66833 0.34
H -1.15057 2.72752 -1.54952 -0.27
H -2.47518 0.33487 3.48090 0.28
H -3.60300 1.11840 -4.19984 0.35
H -3.12170 1.33076 0.46805 0.04
H 2.68753 -5.82392 4.03484 0.34
H -1.81447 -0.79708 0.45665 -0.51
H 4.08685 -0.41200 0.99114 0.01
H -3.07392 7.07306 0.62455 0.30
H 3.27467 -3.55648 2.09875 -0.31
H 3.42617 3.04059 -5.00764 0.35
H 2.60428 1.90336 2.16315 -0.02
H -3.81431 4.17547 0.15395 0.14
H -3.82676 2.17236 -2.77419 0.22
H -1.50610 2.59373 -3.88426 0.53
H -2.23785 3.37336 1.62600 -0.28
H 5.26108 -1.66517 -2.12626 0.48
H -1.79387 -3.78289 -4.06688 0.24
H 0.94868 -0.70674 0.88500 0.11
H 0.97520 2.49438 -3.75867 0.26
H 4.53715 -3.87018 4.91576 0.37
H 1.56895 3.80061 -1.58679 0.16
H 5.51820 1.17296 0.38834 0.34
H 5.85683 -1.37980 0.40195 0.26
H 1.19078 2.52330 4.03166 0.45
H -2.62147 -3.03154 -0.09589 0.15
H -1.55771 4.97113 2.11855 0.43
```

Summary:
Maximum force   3.6 eV/Å
E   -67895.104 eV
Orbital gap   10.3 eV
Charge   0
Highest occupied orbital energy   -9.69 eV
SMILES   CCCC#N.CCCC#N.OCCO.OCCO.OCCO.OCCO.OCCO.OCCO.OCCO.OCCO.OCCO

=====

(3)
# C4H5NO

C4H5NO in the gas phase (ωB97M-V/def2-TZVPD, OMol25).

Structure (XYZ):
```
11
Properties=species:S:1:pos:R:3:mulliken_charge:R:1
O -0.37852 0.75563 0.22324 -0.30
N -2.18976 -0.58629 -0.17649 -0.59
C -1.69724 0.52569 0.17386 0.10
C 0.42834 -0.36284 -0.15502 -0.65
C 1.83821 -0.00840 -0.00154 -0.52
C 3.01258 0.22662 0.11039 0.35
H -2.23657 1.42753 0.47652 0.36
H 0.20238 -0.63839 -1.19096 0.30
H -3.20512 -0.55072 -0.14164 0.23
H 0.17071 -1.22472 0.46964 0.30
H 4.05498 0.43589 0.21202 0.41
```

Summary:
Relative energy (zero: lowest compared OMol25 entry of this formula, charge and spin)   234.7 kJ/mol
Maximum force   0.5 eV/Å
E   -7764.094 eV
Orbital gap   11.2 eV
Charge   0
Highest occupied orbital energy   -10.22 eV
SMILES   [H]/N=C/OCC#C

=====

(4)
# C26H33Cl2Cu2N4O

C26H33Cl2Cu2N4O as an isolated structure in a non-equilibrium geometry (ωB97M-V/def2-TZVPD, OMol25).

Structure (XYZ):
```
68
Properties=species:S:1:pos:R:3:mulliken_charge:R:1
Cu 1.33840 -0.73819 -3.72235 0.64
Cu 3.05475 1.02822 -2.62478 0.54
Cl 0.04157 3.94131 1.11753 -0.11
Cl -0.66042 4.59964 -1.96645 -0.08
O 1.11467 0.31294 -1.85870 0.05
N 3.92894 -0.01287 7.25799 -0.02
N -5.59724 -1.14863 -1.28715 0.06
N 1.89778 -2.37450 0.99505 0.08
N -1.08934 1.61612 -5.84187 0.06
C 4.31041 0.40931 8.63984 -0.95
C 2.83423 -1.40178 1.05110 -0.48
C 1.47542 -2.95424 -0.31288 -0.66
C -2.15465 0.92914 -6.29357 -0.61
C 4.20402 -1.27548 6.92188 -0.32
C -6.49798 -1.70376 -0.25562 -0.81
C -3.90067 0.04774 -3.08288 0.50
C 3.25071 -0.95018 4.77769 0.78
C 2.97102 0.36188 5.12743 -0.69
C -3.09585 0.49563 -5.40336 -0.44
C 3.25693 -0.88070 2.25620 -0.68
C 3.87712 -1.79814 5.68721 -0.61
C -1.93139 1.57317 -3.64029 -0.31
C 3.32742 0.80964 6.38649 -0.30
C 1.41481 -2.92966 2.11748 -0.18
C 0.55118 2.89008 -0.19118 -0.26
C -5.24077 0.38463 -3.03595 -0.46
C 2.77873 -1.45565 3.43872 0.79
C -6.09726 -0.34700 -2.22643 -0.21
C 0.73003 3.59511 -1.52644 0.31
C -0.92974 1.92780 -4.54684 -0.22
C -3.45105 -1.00166 -2.28076 -0.73
C 1.81661 -2.44304 3.35449 -0.69
C -4.29806 -1.50070 -1.32252 -0.15
C 0.04367 1.88469 -6.79116 -0.92
C -2.98516 0.73948 -4.03559 0.44
H 4.34980 1.49572 8.69855 0.38
H 1.35168 -2.91472 4.21134 0.51
H 0.00621 2.32847 -4.19226 0.26
H -2.41382 -1.29747 -2.33031 0.44
H -5.92804 -2.01298 0.61623 0.32
H -7.09646 0.07447 -2.19339 0.38
H 2.49568 1.05016 4.44317 0.51
H -2.16590 0.72503 -7.35615 0.49
H 0.50920 0.91437 -6.95598 0.39
H -1.68133 1.73392 -2.59820 0.41
H 0.69296 2.60877 -6.31296 0.31
H 2.92113 1.72003 6.80987 0.43
H 0.89919 2.93603 -2.37778 -0.52
H 4.03018 -0.12740 2.18211 0.54
H 3.08706 -0.98088 0.08894 0.49
H 4.68958 -1.92958 7.63514 0.47
H -0.34149 2.26925 -7.73183 0.37
H 2.24225 -3.63291 -0.68185 0.41
H -6.99712 -2.60346 -0.61933 0.37
H 5.33182 0.10414 8.84792 0.40
H 3.53624 0.01119 9.28882 0.37
H 1.48172 2.38915 0.10744 0.10
H 1.32694 0.74699 -1.02123 -0.09
H -7.25958 -0.97969 0.01638 0.34
H 4.19320 -2.79612 5.41820 0.52
H 0.55765 -3.49655 -0.10903 0.35
H -3.90801 -0.13296 -5.75083 0.59
H -5.68887 1.09956 -3.71322 0.50
H 0.87977 -3.86566 2.02784 0.48
H 1.59965 4.24581 -1.41632 0.50
H -4.06854 -2.20670 -0.53680 0.41
H 1.26288 -2.19149 -1.09073 -0.04
H -0.18448 2.08517 -0.28605 0.19
```

Summary:
Maximum force   2.8 eV/Å
E   -149774.709 eV
Orbital gap   6.1 eV
Charge   +5
Highest occupied orbital energy   -21.18 eV

=====

(5)
# C6H14AgF3N2O2Pt2

C6H14AgF3N2O2Pt2 as an isolated structure in a non-equilibrium geometry (ωB97M-V/def2-TZVPD, OMol25).

Structure (XYZ):
```
30
Properties=species:S:1:pos:R:3:lowdin_spin:R:1
Pt 1.17465 3.95817 2.01679 2.21
Pt -1.71884 3.29926 -0.06188 1.83
Ag 1.53352 3.53385 -1.45995 0.08
F -0.98894 4.64730 1.60436 0.23
F 1.84952 5.06453 0.30792 0.18
F 0.46790 2.48571 0.57784 0.25
O -1.59726 -1.36697 2.09088 0.00
O -1.60640 1.51290 -1.36006 0.12
N -1.09680 -0.65454 -1.86508 0.02
N 0.68804 -1.00553 1.93527 0.00
C 0.03942 -1.58282 -2.08314 0.00
C -0.96333 0.43158 -1.14142 0.01
C 1.07471 -2.32328 1.30652 0.00
C -2.35050 -1.07064 -2.56243 0.00
C -0.62280 -0.58328 2.17208 0.00
C 1.91611 -0.10326 1.98228 0.01
H 2.42497 -0.24523 1.02886 0.00
H 0.04186 0.48861 -0.69585 0.00
H -2.15770 -1.10319 -3.63475 0.00
H 2.50250 -0.65823 2.71458 0.00
H -0.00736 -1.94138 -3.11141 0.00
H -0.12302 -2.37573 -1.35307 0.00
H -2.52227 -2.09658 -2.23678 0.00
H 0.98825 -1.05622 -1.98068 0.00
H 0.30245 -3.08470 1.19724 0.00
H 1.62500 0.88068 2.34999 0.03
H 1.84460 -2.77527 1.93187 0.00
H -0.88923 0.46870 2.35799 0.00
H 1.44189 -2.20275 0.28733 0.00
H -3.27098 -0.54174 -2.31528 0.00
```

Summary:
Multiplicity   6
Maximum force   3.4 eV/Å
E   -32153.490 eV
Orbital gap (alpha / beta)   4.4 / 4.8 eV
Charge   +1
Highest occupied orbital energy (alpha / beta)   -9.99 / -12.03 eV

=====

(6)
# C2H3I2NO

C2H3I2NO as an isolated structure in a non-equilibrium geometry (ωB97M-V/def2-TZVPD, OMol25).

Structure (XYZ):
```
9
Properties=species:S:1:pos:R:3:mulliken_charge:R:1
I -0.97560 1.03887 -2.67545 0.19
I 0.67275 2.51174 -0.09944 0.19
O -0.22101 -1.29633 -1.21275 -0.58
N -0.37279 0.92096 -0.77527 -0.63
C -0.06956 -0.42371 -0.36426 0.91
C 0.13201 -0.66689 1.08064 -0.96
H -0.13803 -1.66931 1.31712 0.30
H -0.34551 0.16968 1.58487 0.32
H 1.31773 -0.58500 1.14454 0.27
```

Summary:
Relative energy (zero: lowest compared OMol25 entry of this formula, charge and spin)   135.3 kJ/mol
Maximum force   3.8 eV/Å
E   -21859.970 eV
Orbital gap   8.1 eV
Charge   0
Highest occupied orbital energy   -9.03 eV

=====

(7)
# C2H2N2O3

C2H2N2O3 in the gas phase in a non-equilibrium geometry (ωB97M-V/def2-TZVPD, OMol25).

Structure (XYZ):
```
9
Properties=species:S:1:pos:R:3:mulliken_charge:R:1
O 2.04003 0.85677 -0.00292 -0.32
O -2.56564 0.79101 -0.06604 -0.57
O -0.35193 1.21523 0.00742 -0.31
N 0.31002 -1.00649 -0.03397 -0.43
N 0.83047 0.20098 -0.23213 0.38
C -0.98937 -1.00973 0.03540 -0.08
C -1.41662 0.38374 0.04162 0.54
H -1.71577 -1.78647 0.04488 0.43
H 2.01896 1.17525 0.92390 0.37
```

Summary:
Relative energy (zero: lowest compared OMol25 entry of this formula, charge and spin)   455.5 kJ/mol
Maximum force   3.8 eV/Å
E   -11224.085 eV
Orbital gap   9.6 eV
Charge   0
Highest occupied orbital energy   -9.92 eV
SMILES   O=c1cnn(O)o1

=====

(8)
# C5H7N

C5H7N in the gas phase (ωB97M-V/def2-TZVPD, OMol25).

Structure (XYZ):
```
13
Properties=species:S:1:pos:R:3:mulliken_charge:R:1
N 0.28448 0.24946 -0.70872 0.20
C -1.32259 -0.90708 2.21029 0.18
C 0.31277 -0.83791 -1.47351 -0.50
C 0.66508 0.03753 0.70688 -1.39
C -0.05358 1.49486 -1.03417 -0.50
C -0.44115 -0.48046 1.51163 -0.05
H 1.02257 0.99084 1.10276 0.36
H -2.11497 -1.28912 2.81609 0.41
H -0.35817 1.69471 -2.05218 0.24
H 1.50477 -0.66274 0.71758 0.37
H 0.65820 -1.76637 -1.04635 0.23
H -0.11902 2.24030 -0.25734 0.21
H -0.03841 -0.76402 -2.49296 0.25
```

Summary:
Relative energy (zero: lowest compared OMol25 entry of this formula, charge and spin)   427.2 kJ/mol
Maximum force   0.5 eV/Å
E   -6784.085 eV
Orbital gap   7.7 eV
Charge   0
Highest occupied orbital energy   -6.76 eV